ORCA calculation (ωB97M-V/def2-TZVPD) on a molecular structure, C26H31F5N5PtSSi2.

Geometry (Å):
H1 1.122 -5.813 -4.154
H2 -2.729 -0.376 -1.679
H3 1.944 1.906 3.976
C1 -0.831 1.514 0.218
Pt1 0.067 -1.036 -1.020
C2 0.843 -4.987 -2.191
H4 2.307 2.295 -0.475
C3 -0.588 1.091 4.613
N1 1.649 -1.031 3.446
C4 0.056 1.384 1.434
H5 1.703 3.945 -0.436
C5 1.159 -4.922 -3.541
H6 1.189 5.091 2.752
H7 -0.346 4.290 3.034
H8 -3.906 1.766 -2.071
F1 0.635 2.204 -5.197
C6 1.261 -1.292 2.182
H9 -1.442 0.809 5.236
C7 -1.129 -1.177 -3.756
H10 2.932 3.284 3.524
H11 0.009 5.012 1.463
H12 0.247 0.459 4.896
C8 0.227 0.709 -3.414
C9 1.522 -2.586 -3.277
H13 3.215 3.538 0.373
H14 1.868 -3.627 -5.109
H15 -2.759 -0.735 1.851
H16 0.998 -5.944 0.312
S1 1.354 0.067 1.004
H17 0.573 -5.926 -1.734
H18 -0.349 2.129 4.851
H19 -1.222 -1.527 2.176
H20 2.164 -0.189 3.635
N2 -1.282 0.428 -0.459
C10 0.436 4.446 2.291
H21 0.641 -5.026 1.793
C11 0.062 1.096 -4.734
F2 0.978 1.510 -2.633
N3 0.638 -2.655 0.529
F3 -2.069 -1.578 -5.886
C12 0.882 -3.830 -1.436
H22 2.251 -4.979 1.091
N4 0.945 -2.496 1.858
F4 -0.881 0.666 -6.847
F5 -1.730 -2.305 -3.329
H23 -2.318 -1.169 3.506
H24 3.250 1.724 2.779
H25 -2.218 3.176 2.916
H26 -2.880 3.858 -1.126
C13 -0.714 0.317 -5.576
C14 -2.380 0.540 -1.227
H27 1.794 -1.616 -3.668
C15 1.554 -3.713 -4.079
H28 -3.349 1.943 3.452
C16 0.810 -3.824 0.046
C17 1.186 -5.021 0.853
Si1 1.293 2.863 1.755
C18 -1.368 2.763 -0.076
C19 -3.019 1.739 -1.454
H29 -0.968 3.638 0.409
C20 -0.342 -0.440 -2.889
C21 -2.578 2.167 2.710
C22 2.456 2.381 3.138
H30 1.774 -1.819 4.063
C23 -1.320 -0.827 -5.082
C24 -1.929 -0.791 2.557
Si2 -1.202 0.902 2.860
H31 -3.058 2.173 1.733
C25 2.206 3.178 0.156
C26 -2.456 2.884 -0.921
N5 1.160 -2.626 -1.994

Computed properties:
**Total charge**: +1
**Kohn-Sham gap**: 7.37 eV
**Energy**: -78335.7310 eV


ORCA calculation (ωB97M-V/def2-TZVPD) on a molecular structure, C26H31IMnN5S5Si.

Geometry (Å):
H1 -2.198 -2.158 0.205
H2 -1.089 0.993 -3.566
H3 0.361 -6.132 -1.396
H4 -0.634 2.230 1.409
C1 0.111 -0.273 2.466
C2 5.585 0.674 0.328
C3 -0.111 -2.797 -1.300
C4 0.304 -0.072 3.830
S1 1.016 2.795 -2.577
H5 -1.545 -1.391 -3.308
H6 -0.821 -0.655 2.077
C5 -2.711 0.186 -2.353
H7 -4.713 -0.192 -1.512
H8 -2.715 -0.992 1.414
N1 4.244 1.524 4.870
C6 0.456 -5.095 -1.101
H9 -0.664 -1.991 -1.749
C7 1.414 -3.392 0.261
H10 -2.053 3.052 2.072
H11 3.544 -0.536 -2.095
Mn1 0.829 -0.021 -0.484
C8 4.609 0.782 1.316
C9 3.839 1.147 3.672
Si1 -1.753 0.249 -0.605
C10 -2.435 3.081 -0.524
C11 5.216 0.194 -0.908
C12 4.868 1.201 2.681
C13 -4.218 0.451 -2.244
S2 1.224 2.325 -0.581
H12 5.936 0.089 -1.707
C14 2.502 0.689 3.336
C15 1.320 -4.736 -0.084
H13 -1.840 1.334 2.370
H14 -4.689 0.258 -3.219
H15 1.915 -5.469 0.440
H16 -3.130 3.037 -1.364
S3 1.088 -0.420 -2.856
S4 5.807 1.921 4.731
H17 -2.683 1.043 -4.339
N2 2.946 -0.031 -0.216
H18 -3.725 -1.297 0.021
H19 -0.977 -4.311 -2.520
H20 -4.062 0.811 1.517
H21 -3.202 -1.275 -3.872
H22 6.606 0.956 0.550
C16 -2.508 1.823 0.349
N3 6.026 1.619 3.157
H23 -2.702 3.964 0.074
H24 -4.434 1.488 -1.988
N4 0.729 -2.421 -0.322
C17 1.499 0.451 4.272
H25 -2.887 -2.011 -2.297
H26 1.683 0.652 5.319
C18 -2.569 -1.212 -2.976
C19 3.301 0.426 0.994
S5 2.067 1.296 -3.505
C20 -1.698 2.116 1.618
C21 3.885 -0.155 -1.141
H27 -1.429 3.237 -0.918
H28 -2.259 2.209 -3.080
C22 -2.682 -1.186 0.336
H29 -4.669 1.508 0.020
C23 -0.280 -4.101 -1.720
C24 -3.958 1.654 0.829
C25 -2.148 1.170 -3.386
I1 2.744 -2.980 1.834
H30 -0.498 -0.305 4.517
H31 -4.265 2.558 1.375
N5 1.038 -0.002 1.557
C26 2.243 0.416 1.994

Computed properties:
**Total charge**: -1
**Kohn-Sham gap (alpha / beta)**: 5.09 / 4.81 eV
**Energy**: -136394.2425 eV
**Multiplicity**: 2


ORCA calculation (ωB97M-V/def2-TZVPD) on a molecular structure, C26H31N2O8W.

Geometry (Å):
C1 -1.689 -2.149 -5.447
C2 -0.288 -3.383 0.770
O1 1.617 2.658 2.365
C3 0.151 2.725 5.455
W1 -0.942 -1.418 -0.412
C4 1.344 0.289 6.103
H1 0.912 0.769 8.178
O2 -0.386 2.667 9.007
C5 -0.066 -2.279 1.658
C6 0.558 2.399 2.954
H2 -0.196 0.975 -1.618
C7 -2.138 -0.065 1.125
N1 -0.385 3.106 7.835
H3 -1.890 0.364 2.096
H4 1.558 -1.203 -4.762
C8 -0.742 0.150 -5.275
C9 -2.108 0.654 -0.105
O3 -0.905 -1.009 -3.373
H5 -2.944 -2.126 1.636
H6 -2.948 0.172 -2.122
O4 1.849 -1.424 7.567
H7 1.139 1.154 -0.521
H8 -3.543 -2.245 -1.053
O5 -0.639 2.417 2.598
C10 -0.612 -1.306 -4.792
C11 0.880 1.201 -1.583
C12 0.695 1.949 4.432
H9 -1.759 1.670 -0.223
H10 0.863 -2.135 -6.080
C13 0.526 -3.192 -0.398
C14 -1.204 0.375 -3.863
H11 -1.385 -2.346 -6.484
C15 1.713 0.202 -2.413
H12 -0.289 3.702 5.260
C16 0.204 2.287 6.798
C17 1.215 2.559 -2.214
H13 -1.543 0.354 -5.990
C18 0.754 -1.895 -5.014
N2 1.878 -1.019 6.387
H14 0.306 3.055 -2.557
H15 3.191 2.467 -3.068
H16 2.063 -1.616 -0.860
C19 0.860 -1.376 1.027
C20 -2.729 -1.356 0.882
C21 1.278 -1.972 -0.224
H17 0.202 0.635 -5.535
C22 -2.696 -0.161 -1.123
H18 1.949 2.774 -4.327
C23 1.329 0.751 4.759
H19 -0.868 -4.288 0.982
C24 2.160 2.242 -3.388
C25 -3.085 -1.420 -0.527
O6 2.342 -1.694 5.442
H20 1.843 0.172 3.996
H21 -1.783 -3.094 -4.907
H22 -2.638 -1.602 -5.479
H23 1.699 3.157 -1.433
H24 -0.396 -2.197 2.701
H25 1.235 -0.450 1.452
H26 1.181 -0.743 -2.658
H27 0.624 -3.878 -1.241
O7 2.139 0.824 -3.662
H28 0.838 -2.818 -4.433
C26 0.824 1.076 7.139
H29 -2.275 0.583 -3.767
H30 2.626 -0.036 -1.830
H31 -0.606 1.147 -3.362
O8 -0.868 4.214 7.516

Computed properties:
**Total charge**: +1
**Kohn-Sham gap (alpha / beta)**: 4.31 / 3.88 eV
**Energy**: -48632.3509 eV
**Multiplicity**: 3